The following is a quantum chemistry calculation of a 3-piece molecular cluster, C6H13O2 overall at a distorted geometry, from the OMol25 dataset.

LUMO	0.06885	Eh

ORCA input file:
```
! RIJCOSX wB97M-V def2-TZVPD def2/J DEFGRID3
* xyz -1 1
O -0.663 0.118 -2.655
O 1.484 -0.155 -4.130
C 0.645 0.258 2.742
C 0.257 0.661 0.073
C 0.320 1.184 1.493
C -0.161 -0.132 3.820
C -0.925 -0.254 -0.251
C -0.919 -0.811 -1.702
H 0.584 -0.104 -3.530
H 1.733 0.492 2.973
H -0.258 -1.594 2.986
H 1.362 -0.901 -4.674
H -0.126 -1.667 -1.690
H -1.202 0.251 3.419
H 1.245 0.022 -0.024
H 0.381 1.440 -0.675
H -0.483 1.863 1.610
H -1.862 0.091 0.208
H -0.786 -1.207 0.352
H -1.965 -1.383 -1.795
H 1.339 1.829 1.449
*
```

Here are the natural (NBO) charges for atoms 1 to 6, given in e: number 1, O, carries -0.93; number 2, O, carries -1.05; number 3, C, carries -0.02; number 4, C, carries -0.39; number 5, C, carries -0.47; number 6, C, carries -0.54

---

The following is a quantum chemistry calculation of C20H13Br2LaN4O2 as an isolated structure, from the OMol25 dataset.

LUMO	-0.27536	Eh

ORCA input file:
```
! RIJCOSX wB97M-V def2-TZVPD def2/J DEFGRID3
* xyz 2 1
La -0.685 0.588 0.444
Br -0.861 -2.341 0.213
Br 7.434 3.668 -5.858
O 1.453 0.666 0.270
O -5.818 -3.598 -0.388
N -3.031 -0.629 0.182
N 4.015 5.632 -0.147
N 5.021 5.967 -0.783
N 0.046 2.963 0.533
C 3.440 4.330 -0.175
C 5.493 5.308 -1.971
C 4.729 4.571 -2.875
C -0.075 5.359 0.584
C 6.658 4.340 -4.282
C -2.740 -1.924 0.081
C -4.345 -0.322 0.080
C 2.142 1.851 0.148
C -0.640 4.092 0.693
C 3.493 1.913 -0.068
C 2.043 4.293 0.128
C -3.611 -2.958 -0.107
C 5.309 4.090 -4.030
C -5.330 -1.257 -0.110
C 4.142 3.150 -0.231
C 1.267 5.456 0.300
C 6.824 5.596 -2.260
C 1.396 3.050 0.267
C 7.420 5.097 -3.408
C -4.968 -2.608 -0.206
H 7.382 6.212 -1.568
H 1.753 6.419 0.217
H -6.738 -3.302 -0.449
H 4.060 0.993 -0.126
H -3.299 -3.989 -0.179
H -6.363 -0.947 -0.183
H -0.686 6.236 0.736
H 4.726 3.531 -4.747
H -4.602 0.726 0.160
H -1.698 3.995 0.922
H 5.211 3.164 -0.390
H 3.672 4.403 -2.710
H 8.453 5.316 -3.633
*
```

Here are the Löwdin charges for atoms 1 to 6, given in e: number 1, La, carries 2.10; number 2, Br, carries 0.82; number 3, Br, carries 0.80; number 4, O, carries -0.41; number 5, O, carries 0.16; number 6, N, carries -0.18

---

The following is a quantum chemistry calculation of C45H53ClF2GaN3O as an isolated structure, from the OMol25 dataset.

LUMO	0.00991	Eh

ORCA input file:
```
! RIJCOSX wB97M-V def2-TZVPD def2/J DEFGRID3
* xyz 0 1
Ga -0.362 -0.478 -0.253
Cl -0.890 -3.246 -4.066
F 0.958 0.801 1.679
F 1.696 -0.744 -2.190
O 0.335 1.199 -1.146
N -1.649 0.485 0.904
N 1.032 -1.649 0.361
N 1.882 2.798 -1.134
C -1.918 1.650 4.435
C 2.040 -3.794 -0.306
C 2.909 -2.411 4.066
C -5.317 1.821 -0.781
C 2.016 -2.025 -1.860
C -1.333 0.924 2.180
C -1.959 3.310 0.108
C 4.096 0.753 1.399
C 0.884 -2.429 2.731
C 1.659 -2.473 -0.590
C -4.898 -1.349 2.105
C -3.060 2.270 -0.034
C -1.375 -1.573 -4.137
C -0.008 1.028 2.613
C -4.023 0.053 0.251
C -1.541 -1.427 -1.584
C -0.581 -2.787 2.637
C -4.068 -1.351 0.813
C -2.023 0.269 -5.541
C 3.111 -4.053 -2.451
C -2.286 1.279 3.149
C -4.260 2.692 -0.596
C 1.189 1.888 -3.279
C -2.288 4.327 1.209
C 2.915 -1.415 1.867
C -1.725 4.057 -1.211
C -0.585 1.701 4.816
C -2.194 0.420 -3.151
C -4.663 -2.379 -0.159
C 1.093 1.933 -1.783
C -2.918 0.921 0.380
C 2.741 -2.755 -2.771
C -0.778 -4.278 2.357
C -1.674 -0.869 -2.970
C 2.742 -4.568 -1.216
C -1.329 -2.359 3.899
C -1.524 -1.015 -5.403
C 0.389 1.393 3.874
C 1.573 -2.735 3.905
C 3.653 -0.596 0.818
C 4.859 -1.341 0.237
C 1.581 -1.829 1.674
C 3.561 -1.722 3.057
C -5.190 0.515 -0.354
C -2.378 0.983 -4.403
H 1.897 2.782 -0.126
H -2.692 1.897 5.153
H -1.252 -2.476 -1.592
H 1.445 1.438 4.108
H -4.371 3.726 -0.907
H -0.329 -4.876 3.156
H 4.594 -1.422 3.199
H -2.157 0.694 -6.529
H -1.508 5.091 1.269
H -1.273 -1.606 -6.274
H 1.787 -4.202 0.666
H -3.236 4.828 0.992
H -5.917 -1.011 1.894
H -4.419 -3.388 0.180
H 4.598 1.348 0.631
H -0.312 -4.568 1.412
H 3.024 -5.578 -0.945
H 3.003 -2.306 -3.722
H -1.564 3.364 -2.041
H 1.055 -3.252 4.704
H 3.677 -4.648 -3.157
H 3.236 1.318 1.769
H -5.753 -2.302 -0.196
H 4.572 -2.318 -0.154
H -4.282 -2.262 -1.175
H -4.469 -0.688 2.858
H -6.025 -0.166 -0.473
H 2.522 3.396 -1.624
H 5.622 -1.491 1.006
H -2.577 4.692 -1.464
H -6.236 2.163 -1.242
H -2.370 3.849 2.185
H -2.809 1.975 -4.488
H 5.308 -0.767 -0.577
H -0.851 4.708 -1.122
H 1.079 2.886 -3.705
H -2.393 -2.547 3.791
H 2.957 -0.380 0.010
H -0.987 -2.919 4.773
H -2.464 0.980 -2.266
H -2.513 -1.350 -1.102
H -4.960 -2.356 2.523
H -1.003 -2.237 1.801
H 4.795 0.620 2.227
H -3.334 1.253 2.873
H -1.042 2.794 0.375
H 3.429 -2.670 4.981
H 2.170 1.494 -3.555
H -1.843 -4.525 2.304
H -1.187 -1.294 4.103
H -0.302 1.984 5.821
H -3.056 -1.657 1.059
H 0.418 1.229 -3.672
*
```

Here are the Löwdin charges for atoms 1 to 6, given in e: number 1, Ga, carries 0.58; number 2, Cl, carries 0.70; number 3, F, carries 0.03; number 4, F, carries 0.04; number 5, O, carries 0.02; number 6, N, carries 0.03

---

The following is a quantum chemistry calculation of one molecule with the formula C3H7N3O, from the OMol25 dataset.

LUMO	0.02744	Eh
SMILES	C/N=C(\N)C(N)=O

ORCA input file:
```
! RIJCOSX wB97M-V def2-TZVPD def2/J DEFGRID3
* xyz 0 1
O 2.453 0.006 1.196
N -0.482 0.321 -0.612
N 1.977 -0.126 -1.065
N -0.346 -0.262 1.703
C -1.879 0.034 -0.784
C 1.672 -0.017 0.263
C 0.154 0.041 0.456
H -1.018 0.388 2.088
H -2.074 0.098 -1.859
H -2.063 -0.995 -0.449
H 1.122 -0.128 -1.614
H 0.356 -0.539 2.377
H 2.702 0.471 -1.432
H -2.574 0.707 -0.268
*
```

Here are the natural (NBO) charges for atoms 1 to 6, given in e: number 1, O, carries -0.59; number 2, N, carries -0.49; number 3, N, carries -0.82; number 4, N, carries -0.82; number 5, C, carries -0.44; number 6, C, carries 0.62

---

The following is a quantum chemistry calculation of one molecule with the formula C4H7NO2 at a distorted geometry, from the OMol25 dataset.

LUMO	0.02549	Eh
SMILES	C=C(C)NC(=O)O

ORCA input file:
```
! RIJCOSX wB97M-V def2-TZVPD def2/J DEFGRID3
* xyz 0 1
O -1.328 1.018 -1.618
O -1.771 2.414 0.078
N -0.275 0.728 0.383
C -1.229 1.403 -0.322
C 0.745 -0.853 -1.109
C 0.450 -0.430 0.118
C 0.928 -1.109 1.373
H 1.663 -0.490 1.878
H -0.590 0.999 1.357
H -1.880 1.664 -2.085
H 0.355 -0.366 -1.988
H 0.088 -1.263 2.053
H 1.450 -1.653 -1.255
H 1.395 -2.062 1.138
*
```

Here are the natural (NBO) charges for atoms 1 to 6, given in e: number 1, O, carries -0.70; number 2, O, carries -0.64; number 3, N, carries -0.64; number 4, C, carries 0.88; number 5, C, carries -0.46; number 6, C, carries 0.18

---

The following is a quantum chemistry calculation of a 2-piece molecular cluster, C5H12N3 overall at a distorted geometry, from the OMol25 dataset.

LUMO (spin up / spin down)	-0.20468 / -0.19578	Eh

ORCA input file:
```
! RIJCOSX wB97M-V def2-TZVPD def2/J DEFGRID3
* xyz 1 1
N 0.974 2.324 -0.819
N 1.315 -0.383 0.249
N -0.996 -0.122 -0.203
C 0.217 0.107 -0.188
C -3.286 -0.393 -0.323
C -2.119 0.434 -0.019
C 1.226 -1.678 1.011
C 2.599 0.141 -0.030
H -2.380 1.371 0.483
H 3.214 0.090 0.901
H 0.179 -2.152 0.986
H 2.396 1.234 -0.426
H 1.674 -1.469 2.093
H -4.163 -0.411 0.329
H -3.120 -1.447 -0.632
H 1.949 -2.268 0.507
H -3.971 0.024 -1.121
H 0.171 2.591 -0.302
H 1.066 2.580 -1.778
H 3.053 -0.573 -0.717
*
```

Here are the natural (NBO) charges for atoms 1 to 6, given in e: number 1, N, carries -0.70; number 2, N, carries -0.36; number 3, N, carries -0.47; number 4, C, carries 0.69; number 5, C, carries -0.73; number 6, C, carries 0.26

---

The following is a quantum chemistry calculation of a 3-piece molecular cluster, C2H6N6O6 overall at a distorted geometry, from the OMol25 dataset.

LUMO	-0.02578	Eh

ORCA input file:
```
! RIJCOSX wB97M-V def2-TZVPD def2/J DEFGRID3
* xyz 0 1
O 2.736 -1.635 0.264
O 1.239 -0.732 -0.982
O 0.679 -2.317 0.305
O 0.835 1.258 0.917
O 4.838 0.831 0.318
O 0.783 2.295 -1.004
N -3.148 0.427 0.261
N -1.795 -1.177 0.904
N 1.593 -1.566 -0.073
N -1.433 -0.120 -1.183
N 1.307 1.653 -0.150
N 3.738 1.045 0.064
C -2.085 -0.314 -0.055
C 2.636 1.295 -0.277
H -3.324 0.518 1.249
H -0.445 -0.436 -1.071
H -3.115 1.387 -0.198
H -2.290 -1.160 1.761
H -1.810 0.531 -1.937
H -0.939 -1.783 0.889
*
```

Here are the natural (NBO) charges for atoms 1 to 6, given in e: number 1, O, carries -0.42; number 2, O, carries -0.62; number 3, O, carries -0.56; number 4, O, carries -0.38; number 5, O, carries -0.30; number 6, O, carries -0.33

---

| no. | molar mass (g mol⁻¹) | electronic energy (a.u.) |
| --- | --- | --- |
| 1 | 117.17 | -386.65661 |
| 2 | 640.06 | -6318.54383 |
| 3 | 795.11 | -4570.89637 |
| 4 | 101.11 | -358.02744 |
| 5 | 101.10 | -361.85580 |
| 6 | 114.17 | -361.53160 |
| 7 | 210.11 | -859.44957 |